The following is a quantum chemistry calculation of a molecular structure, C19H28AlBBr2Ca2Cl3F14N4O16PS3 in a non-equilibrium geometry, from the Open Molecules 2025 dataset.

Properties
HOMO-LUMO gap: 1.0 eV
Net charge: 0
Highest occupied orbital energy: -7.23 eV
2S+1: 1

XYZ file:
```
94
Properties=species:S:1:pos:R:3:mulliken_charge:R:1
N -0.36 -0.30 -4.23 -0.84
P 0.02 0.39 -2.90 1.32
O 1.50 1.11 -3.02 -0.43
O -1.00 1.61 -2.50 -0.40
C 0.07 -0.87 -1.52 0.58
C -1.04 -1.46 -1.06 0.30
C -2.46 -1.20 -1.60 -0.99
C -2.77 -2.38 -2.63 -0.71
N -3.60 -1.93 -3.76 -0.40
C -0.87 -2.50 0.05 0.51
O -1.67 -3.44 0.09 -0.72
C 0.33 -2.31 1.04 0.62
C 1.44 -1.75 0.59 -1.08
C 2.65 -1.57 1.49 0.88
F 3.58 -2.50 1.12 -0.32
F 2.31 -1.83 2.77 -0.28
C 3.29 -0.17 1.45 -0.09
F 3.98 0.12 0.30 -0.27
F 2.38 0.79 1.76 -0.24
C 1.42 -1.29 -0.88 -0.53
O 2.38 -1.27 -1.57 -0.44
H -0.53 -1.29 -4.10 0.24
H 1.71 1.40 -2.11 0.27
H -0.78 1.86 -1.58 0.22
H -2.53 -0.22 -2.11 0.33
H -3.21 -1.18 -0.78 0.29
H -1.78 -2.66 -3.04 0.27
H -3.20 -3.21 -2.04 0.47
H -3.07 -2.19 -4.60 0.21
H -4.41 -2.56 -3.78 0.31
H 0.29 -2.63 2.11 0.52
H 4.06 -0.14 2.26 0.51
C -1.78 -1.91 4.49 0.64
O -1.07 -1.91 3.42 -0.67
O -3.12 -1.97 4.17 -0.42
O -1.47 -1.90 5.65 -0.45
H -2.92 -1.96 3.20 0.43
C 4.95 2.44 1.60 0.56
O 5.18 1.91 2.66 -0.63
N 5.72 3.39 0.99 0.21
C 5.37 3.96 -0.28 -0.84
C 6.93 3.83 1.66 -0.97
H 4.06 2.18 1.02 -0.01
H 6.17 3.76 -1.00 0.39
H 5.25 5.04 -0.17 0.35
H 4.44 3.54 -0.65 0.15
H 7.59 2.98 1.81 0.31
H 6.67 4.26 2.63 0.28
H 7.44 4.59 1.05 0.40
C -1.47 4.62 0.61 0.01
Cl -1.94 4.23 2.26 -0.09
Cl 0.06 3.83 0.20 -0.05
Cl -2.74 4.15 -0.53 -0.14
H -1.32 5.69 0.53 0.30
Ca -1.87 -3.62 3.14 1.22
Br -3.89 -1.86 -7.26 -0.13
C -4.87 -0.26 -6.75 -0.54
C -6.34 -0.40 -7.01 -0.59
Br -6.76 -0.21 -8.91 -0.15
H -4.42 0.57 -7.29 0.41
H -4.68 -0.14 -5.69 0.27
H -6.90 0.39 -6.52 0.37
H -6.74 -1.37 -6.70 0.36
B -5.82 0.41 4.48 0.54
F -4.77 0.96 5.19 -0.33
F -5.37 -0.15 3.28 -0.35
F -6.37 -0.71 5.31 -0.33
F -6.82 1.32 4.27 -0.28
C -1.56 -7.24 -2.57 -0.35
C -1.39 -7.78 -3.97 -0.44
O -2.27 -6.98 -4.77 -0.31
S -2.34 -5.50 -4.17 1.18
O -1.43 -4.67 -4.88 -0.54
O -3.70 -5.15 -3.98 -0.56
O -1.68 -5.83 -2.73 -0.20
H -2.47 -7.62 -2.10 0.27
H -0.71 -7.48 -1.93 0.31
H -1.66 -8.84 -4.05 0.32
H -0.37 -7.64 -4.34 0.30
F 2.39 1.80 4.94 -0.33
Al 3.39 0.59 5.67 0.68
F 4.03 -0.45 4.42 -0.46
F 2.43 -0.37 6.76 -0.44
F 4.68 1.33 6.54 -0.42
Ca -6.19 -2.49 6.11 1.52
N 2.97 7.07 3.89 -0.45
S 3.36 5.59 3.51 1.16
O 3.91 4.78 4.53 -0.52
O 3.85 5.36 2.17 -0.46
F 1.89 4.97 3.39 -0.26
S 4.23 7.97 4.17 1.09
O 3.91 9.19 4.83 -0.63
O 5.21 8.06 3.13 -0.56
F 5.01 7.18 5.31 -0.24
```



The following is a quantum chemistry calculation of a molecular structure, C19H28BBr26NO8S2, from the Open Molecules 2025 dataset.

Properties
HOMO-LUMO gap: 9.0 eV
Net charge: 0
ΔE to the lowest compared entry with this formula, charge and spin: 0.00 kJ/mol
Highest occupied orbital energy: -9.42 eV
2S+1: 1

XYZ file:
```
85
Properties=species:S:1:pos:R:3:mulliken_charge:R:1
C -3.15 -3.24 -1.94 -1.27
C -4.00 -3.40 -0.72 0.42
Br -4.25 -5.23 -0.39 -0.11
C -4.48 -2.46 0.10 -0.82
Br -5.30 -3.00 1.68 -0.04
C -4.30 -0.93 -0.13 2.08
C -2.79 -0.66 -0.06 -2.12
C -2.19 0.70 -0.36 0.67
C -0.66 0.58 -0.47 -0.80
C -0.20 0.16 -1.88 -0.13
C 1.10 0.83 -2.28 -0.98
N 2.17 0.57 -1.31 -0.15
O -4.80 -0.25 1.07 -0.43
S -6.34 0.12 1.04 1.18
O -6.42 1.53 1.09 -0.55
O -7.13 -0.68 1.89 -0.67
O -6.55 -0.43 -0.45 -0.44
C -5.33 -0.36 -1.20 -0.02
B -5.69 -1.19 -2.56 1.53
O -6.89 -1.79 -2.61 -0.62
O -4.86 -1.27 -3.65 -0.82
S -5.31 1.48 -1.73 1.48
C -4.40 1.63 -3.26 -0.66
O -4.68 2.33 -0.77 -0.17
O -6.68 1.70 -2.08 -0.80
H -2.20 -3.77 -1.77 0.51
H -2.90 -2.22 -2.17 -0.04
H -3.61 -3.73 -2.80 0.42
H -2.25 -1.41 -0.63 0.60
H -2.55 -0.89 0.98 0.30
H -2.42 1.39 0.44 0.17
H -2.54 1.10 -1.31 -0.49
H -0.35 -0.22 0.21 0.15
H -0.19 1.51 -0.18 0.51
H -0.07 -0.93 -1.94 0.37
H -0.94 0.42 -2.64 0.01
H 1.37 0.49 -3.29 0.38
H 0.92 1.91 -2.34 0.25
H 3.06 0.55 -1.80 0.21
H 2.08 -0.36 -0.91 0.01
H -6.86 -2.59 -3.15 0.07
H -4.01 -0.85 -3.53 0.27
H -4.17 2.69 -3.29 0.04
H -5.05 1.36 -4.08 0.34
H -3.47 1.06 -3.28 0.19
C 4.43 -1.61 1.59 -0.16
Br 5.19 -3.37 1.67 0.01
Br 5.22 -0.58 0.17 -0.02
Br 2.51 -1.67 1.48 -0.02
H 4.68 -1.11 2.51 0.16
C 3.65 4.50 -0.59 -0.42
Br 4.55 2.81 -0.61 0.03
Br 4.20 5.65 -2.02 -0.03
Br 1.75 4.18 -0.59 0.05
H 3.89 4.99 0.34 0.37
C -1.81 5.71 -2.77 -0.33
Br -1.70 4.06 -1.79 0.10
Br -0.25 5.98 -3.86 -0.05
Br -3.43 5.81 -3.80 -0.07
H -1.84 6.51 -2.04 0.38
C 7.88 -1.73 4.84 -0.28
Br 8.70 -3.47 4.74 -0.01
Br 8.41 -0.62 3.37 0.03
Br 5.97 -1.87 4.95 -0.06
H 8.23 -1.26 5.75 0.34
C -7.66 -2.56 -6.48 -0.29
Br -7.27 -4.01 -5.27 -0.05
Br -8.41 -3.21 -8.11 -0.04
Br -8.77 -1.23 -5.65 -0.02
H -6.71 -2.09 -6.72 0.35
C 12.39 -2.29 4.71 -0.20
Br 14.12 -3.08 4.95 -0.05
Br 11.75 -1.49 6.35 0.03
Br 12.36 -1.03 3.27 -0.01
H 11.70 -3.09 4.46 0.25
C -5.33 4.39 1.80 0.89
Br -6.82 4.99 2.86 -0.06
Br -4.97 5.58 0.34 -0.05
Br -3.76 4.10 2.88 -0.08
H -5.60 3.43 1.38 -0.68
C 14.37 -2.70 8.76 0.61
Br 16.28 -2.51 8.77 -0.01
Br 13.83 -4.45 9.35 0.00
Br 13.51 -1.31 9.77 -0.03
H 14.04 -2.60 7.73 -0.59
```



The following is a quantum chemistry calculation of a molecular structure, C19H28BNO5Pd in a non-equilibrium geometry, from the Open Molecules 2025 dataset.

Properties
HOMO-LUMO gap (alpha / beta): 7.0 / 6.4 eV
Net charge: +2
ΔE to the lowest compared entry with this formula, charge and spin: 0.00 kJ/mol
Highest occupied orbital energy (alpha / beta): -12.64 / -16.10 eV
2S+1: 5
Expectation value of S²: 6.027

XYZ file:
```
55
Properties=species:S:1:pos:R:3:lowdin_spin:R:1
Pd 11.72 10.40 5.75 1.27
C 13.80 9.85 5.29 0.23
C 14.51 8.55 5.25 0.57
C 15.88 8.65 5.68 0.10
O 13.84 7.37 5.15 0.15
C 11.74 8.08 10.12 0.00
O 12.83 8.19 9.75 0.00
O 10.65 7.95 10.40 0.00
H 12.93 10.02 4.53 0.04
H 14.55 10.61 5.08 0.01
H 13.39 10.00 6.38 0.05
H 16.14 7.63 6.07 0.00
H 15.95 9.35 6.49 0.02
H 16.56 8.97 4.88 0.03
H 14.26 6.89 4.42 0.02
C 6.81 11.54 5.10 0.00
C 7.19 10.21 5.69 0.01
C 6.66 9.96 7.11 0.00
C 6.93 8.98 4.78 0.00
C 8.66 10.28 5.87 0.06
N 9.79 10.35 6.05 0.07
H 5.70 11.55 5.06 0.00
H 7.20 11.64 4.08 0.00
H 7.16 12.37 5.75 0.00
H 5.56 9.75 7.03 0.00
H 6.82 10.80 7.79 0.00
H 7.18 9.04 7.49 0.00
H 5.84 8.74 4.76 0.00
H 7.43 8.13 5.28 0.00
H 7.31 9.20 3.78 0.00
C 9.55 18.91 6.82 0.02
C 9.84 18.23 5.45 0.02
C 8.58 17.85 4.75 0.00
C 10.67 19.26 4.68 0.02
C 10.69 16.95 5.70 0.20
C 12.03 17.06 6.10 0.20
C 12.86 15.95 6.34 0.00
C 12.32 14.69 6.11 0.23
O 12.98 13.45 6.14 0.13
B 11.96 12.51 5.68 0.29
O 10.70 13.22 5.35 0.09
C 10.99 14.56 5.63 0.16
C 10.15 15.66 5.42 -0.01
H 8.85 19.77 6.67 0.00
H 10.48 19.30 7.32 0.00
H 9.07 18.24 7.56 0.00
H 7.98 18.78 4.54 0.00
H 8.00 17.19 5.41 0.00
H 8.82 17.35 3.78 0.00
H 10.02 20.12 4.42 0.00
H 11.02 18.85 3.70 0.00
H 11.55 19.68 5.18 0.00
H 12.41 18.06 6.18 0.01
H 13.88 16.16 6.70 0.00
H 9.12 15.51 5.12 0.00
```